Entry from OMol25: a single C2H3N3O2 molecule (ωB97M-V with the def2-TZVPD basis set).

The geometry in XYZ format:
```
10
C2H3N3O2, DFT ωB97M-V with the def2-TZVPD basis set
N -1.813 0.114 -0.178
C -0.479 -0.222 -0.035
N -0.009 -1.422 -0.022
O 1.391 -1.262 0.030
C 1.722 0.059 0.054
O 2.834 0.507 0.074
N 0.505 0.725 0.048
H -2.331 -0.707 -0.467
H -2.224 0.504 0.666
H 0.404 1.703 -0.170
```

Computed properties:
SMILES: Nc1noc(=O)[nH]1
Highest occupied orbital energy: -9.672 eV

Entry from OMol25: a molecular structure, C37H32As2NPt (ωB97M-V with the def2-TZVPD basis set).

The geometry in XYZ format:
```
73
C37H32As2NPt, DFT ωB97M-V with the def2-TZVPD basis set
Pt 0.029 -0.953 -1.258
C -2.074 1.520 0.360
C -1.796 0.738 1.631
As -0.276 -0.504 1.560
C -0.142 -1.126 3.358
C 1.104 -1.171 3.984
C 1.165 -1.528 5.322
C 0.004 -1.871 6.007
C -1.228 -1.863 5.363
C -1.307 -1.509 4.027
C 1.186 0.775 1.485
C 2.294 0.586 0.658
C 3.323 1.520 0.641
C 3.258 2.641 1.457
C 2.179 2.815 2.318
C 1.152 1.885 2.341
As -0.520 2.284 -0.544
C -0.874 4.036 -1.090
C -0.674 4.428 -2.423
C -0.964 5.729 -2.781
C -1.390 6.640 -1.815
C -1.553 6.257 -0.484
C -1.276 4.959 -0.107
C -0.375 1.171 -2.122
C -1.510 0.992 -2.950
C -1.379 0.400 -4.192
C -0.133 -0.047 -4.631
C 0.999 0.138 -3.849
C 0.906 0.765 -2.593
H -2.760 2.347 0.545
H -2.507 0.878 -0.407
H -2.681 0.163 1.905
H -1.567 1.392 2.472
H 2.012 -0.923 3.452
H 2.119 -1.541 5.831
H 0.062 -2.163 7.047
H -2.125 -2.139 5.901
H -2.267 -1.526 3.526
H 2.383 -0.316 0.067
H 4.189 1.365 0.009
H 4.062 3.365 1.447
H 2.150 3.666 2.986
H 0.337 2.017 3.042
H -0.324 3.726 -3.169
H -0.854 6.043 -3.810
H -1.580 7.667 -2.101
H -1.885 6.977 0.251
H -1.384 4.663 0.930
H -2.482 1.343 -2.626
H -2.249 0.289 -4.826
H -0.041 -0.513 -5.603
H 1.970 -0.160 -4.225
H 1.805 1.083 -2.078
C 3.609 -3.548 -1.578
C 3.106 -4.787 -1.226
C 1.750 -4.914 -0.955
C 0.934 -3.798 -1.042
N 1.447 -2.581 -1.338
C 2.746 -2.462 -1.607
C -0.516 -3.813 -0.859
C -1.269 -4.965 -0.737
C -2.646 -4.862 -0.627
C -3.299 -3.587 -0.616
C -2.569 -2.445 -0.722
C -1.152 -2.504 -0.862
H 4.653 -3.411 -1.820
H 3.757 -5.649 -1.168
H 1.340 -5.873 -0.675
H 3.105 -1.470 -1.851
H -0.811 -5.944 -0.750
H -3.245 -5.762 -0.560
H -4.378 -3.550 -0.532
H -3.071 -1.486 -0.717
```

Computed properties:
2S+1: 5
Highest occupied orbital energy (alpha / beta): -15.661 / -16.575 eV
Total charge: +3

Entry from OMol25: a molecular structure, C24H38N4OPdTe (ωB97M-V with the def2-TZVPD basis set).

The geometry in XYZ format:
```
69
C24H38N4OPdTe, DFT ωB97M-V with the def2-TZVPD basis set
Pd -1.473 0.472 -1.333
N -3.294 1.016 0.086
C -4.511 0.235 -0.120
C -4.235 -1.271 -0.008
N -3.326 -1.843 -0.942
C -3.695 -2.166 -2.286
C -3.625 -1.048 -3.336
N -2.296 -0.451 -3.384
H -3.476 2.008 0.015
H -2.899 0.840 1.003
H -5.302 0.483 0.605
H -4.893 0.467 -1.116
H -3.851 -1.459 1.001
H -5.212 -1.778 -0.069
H -2.361 -1.976 -0.678
H -3.030 -2.960 -2.633
H -4.717 -2.577 -2.304
H -3.928 -1.502 -4.293
H -4.355 -0.264 -3.109
H -1.565 -1.167 -3.448
H -2.207 0.178 -4.170
C -0.621 -4.701 -2.065
C -0.300 -3.193 -2.078
O -0.137 -2.638 -3.203
N -0.211 -2.689 -0.881
Te 0.845 -0.285 -0.774
C 2.099 1.534 -0.687
C 1.722 2.696 -1.379
C 0.496 2.763 -2.249
C 2.507 3.847 -1.284
C 3.676 3.882 -0.543
C 4.514 5.130 -0.454
C 4.070 2.712 0.089
C 3.314 1.544 0.019
C 3.868 0.325 0.709
C 0.865 -0.478 1.366
C 0.291 0.515 2.177
C -0.263 1.802 1.632
C 0.235 0.327 3.557
C 0.737 -0.812 4.168
C 0.668 -0.997 5.660
C 1.324 -1.770 3.356
C 1.402 -1.626 1.973
C 2.106 -2.725 1.220
H 0.310 -5.250 -2.228
H -1.295 -4.925 -2.893
H -1.062 -5.023 -1.122
H -0.407 2.483 -1.688
H 0.559 2.055 -3.076
H 0.375 3.766 -2.662
H 2.189 4.739 -1.816
H 4.009 5.974 -0.926
H 5.478 4.997 -0.951
H 4.718 5.398 0.585
H 5.002 2.698 0.649
H 4.941 0.440 0.869
H 3.699 -0.571 0.111
H 3.396 0.155 1.679
H -0.870 1.615 0.737
H 0.541 2.473 1.322
H -0.858 2.311 2.393
H -0.220 1.100 4.170
H 0.077 -0.208 6.127
H 1.665 -0.977 6.108
H 0.215 -1.956 5.919
H 1.746 -2.663 3.809
H 2.928 -3.116 1.824
H 2.493 -2.381 0.264
H 1.415 -3.535 0.988
```

Computed properties:
2S+1: 2
Highest occupied orbital energy (alpha / beta): -3.048 / -3.017 eV
Total charge: -1

Entry from OMol25: a gas-phase ion, C8H14N3O2S (charge +1) (ωB97M-V with the def2-TZVPD basis set).

The geometry in XYZ format:
```
28
C8H14N3O2S, DFT ωB97M-V with the def2-TZVPD basis set
C 1.828 -2.082 -2.045
C 0.674 -1.354 -1.653
C 1.865 -1.687 0.137
C -1.541 2.328 1.761
C -2.742 1.337 1.828
C -0.702 1.874 0.596
C -2.654 0.644 0.432
C 3.832 -2.881 -0.667
N 2.580 -2.219 -0.857
N 0.750 -1.158 -0.300
N -1.248 0.607 0.104
O 0.303 -0.359 1.987
O -1.389 -1.811 0.932
S -0.540 -0.691 0.899
H 2.317 -2.344 -2.937
H -0.038 -1.124 -2.298
H 2.147 -1.618 1.193
H -1.739 3.336 1.645
H -0.751 2.296 2.563
H -2.497 0.653 2.609
H -3.643 1.845 2.182
H -0.674 2.580 -0.341
H 0.301 1.804 0.951
H -3.031 -0.345 0.408
H -3.052 1.447 -0.355
H 4.727 -2.249 -0.838
H 3.806 -3.254 0.339
H 3.798 -3.681 -1.407
```

Computed properties:
SMILES: Cn1cc[n+](S(=O)(=O)N2CCCC2)c1
Highest occupied orbital energy: -14.028 eV
Total charge: +1

Entry from OMol25: a single C10H9NS2 molecule (ωB97M-V with the def2-TZVPD basis set).

The geometry in XYZ format:
```
22
C10H9NS2, DFT ωB97M-V with the def2-TZVPD basis set
C -2.982 2.402 1.198
C -0.263 2.710 0.498
C 0.836 0.872 -0.030
C 1.833 1.764 -0.337
C 0.838 -0.624 -0.289
C 2.005 -1.350 -0.268
C 1.898 -2.743 -0.589
C 0.709 -3.360 -0.733
C -0.469 -2.603 -0.720
C -0.375 -1.245 -0.444
H -3.921 2.858 1.535
H -3.166 1.838 0.308
H -2.659 1.666 1.942
H 2.818 1.645 -0.649
H 2.944 -0.857 -0.127
H 2.793 -3.353 -0.573
H 0.710 -4.422 -0.877
H -1.467 -3.035 -0.778
H -1.315 -0.644 -0.453
N -0.373 1.433 0.361
S -1.689 3.712 0.872
S 1.295 3.336 0.152
```

Computed properties:
SMILES: CSc1nc(-c2ccccc2)cs1
Highest occupied orbital energy: -8.235 eV

Entry from OMol25: 2 unconnected molecules or ions with the total composition C2H8 (ωB97M-V with the def2-TZVPD basis set).

The geometry in XYZ format:
```
10
C2H8, DFT ωB97M-V with the def2-TZVPD basis set
C -0.691 0.155 2.529
H 0.257 0.303 2.022
H -0.715 -0.842 2.961
H -1.573 0.241 1.899
H -0.804 0.901 3.315
C 0.704 -0.164 -2.558
H 1.021 -0.433 -3.560
H 0.004 0.671 -2.563
H 1.598 0.139 -2.014
H 0.201 -0.971 -2.031
```

Computed properties:
SMILES: C.C
Highest occupied orbital energy: -13.122 eV

Entry from OMol25: a single C7H4O2S2 molecule (ωB97M-V with the def2-TZVPD basis set).

The geometry in XYZ format:
```
15
C7H4O2S2, DFT ωB97M-V with the def2-TZVPD basis set
C -2.845 -0.538 0.001
C -1.392 -0.258 0.000
C -0.437 -1.235 0.000
C 0.870 -0.700 0.003
C 3.153 0.250 -0.008
C 2.215 1.242 -0.002
C 0.898 0.683 0.001
H -3.222 1.350 0.019
H -0.715 -2.271 -0.009
H 4.238 0.368 -0.003
H 2.433 2.282 0.023
O -3.692 0.500 -0.009
O -3.281 -1.672 -0.003
S 2.471 -1.347 -0.005
S -0.693 1.345 -0.007
```

Computed properties:
SMILES: O=C(O)c1cc2sccc2s1
Highest occupied orbital energy: -8.898 eV

Entry from OMol25: a single C3H4N2OS molecule (ωB97M-V with the def2-TZVPD basis set).

The geometry in XYZ format:
```
11
C3H4N2OS, DFT ωB97M-V with the def2-TZVPD basis set
C 0.132 0.381 -0.844
C 0.659 -0.860 -0.415
C -0.159 0.295 1.526
H -1.739 -0.201 -2.462
H 1.078 -1.686 -1.068
H 1.519 -1.165 1.333
H -0.604 1.973 0.344
N 0.473 -0.886 0.975
N -0.426 0.981 0.306
O -0.245 0.446 2.736
S -0.688 0.722 -2.433
```

Computed properties:
SMILES: O=c1[nH]cc(S)[nH]1
Highest occupied orbital energy: -8.701 eV

Entry from OMol25: 2 unconnected molecules or ions with the total composition C3H5BrO2 (ωB97M-V with the def2-TZVPD basis set).

The geometry in XYZ format:
```
11
C3H5BrO2, DFT ωB97M-V with the def2-TZVPD basis set
C 0.248 0.528 0.175
C -0.260 -0.461 -0.708
C 0.496 0.323 1.664
O -1.224 0.322 -0.171
O -0.221 -1.638 -1.189
Br -0.563 0.317 -3.682
H 0.641 1.477 -0.114
H 0.612 -0.770 1.931
H -0.444 0.819 2.048
H 1.456 0.928 1.967
H -0.740 -1.845 -1.921
```

Computed properties:
Highest occupied orbital energy: -8.117 eV

Entry from OMol25: a gas-phase ion, C6H6N (charge +1) (ωB97M-V with the def2-TZVPD basis set).

The geometry in XYZ format:
```
13
C6H6N, DFT ωB97M-V with the def2-TZVPD basis set
C -1.270 0.354 -0.062
C -0.440 1.151 -0.447
C 0.323 -1.769 1.515
C -0.698 -1.283 1.089
C -1.894 -0.784 0.538
C 1.638 1.204 -1.501
N 0.786 1.628 -0.679
H 1.129 -2.445 1.691
H -2.634 -0.681 1.480
H -2.115 -1.448 -0.298
H 2.601 1.531 -1.365
H 1.538 0.210 -2.023
H 1.034 2.331 0.061
```

Computed properties:
SMILES: C#CCC#C[NH+]=C
Highest occupied orbital energy (alpha / beta): -13.790 / -13.789 eV
Total charge: +1

Entry from OMol25: a molecular structure, C48H48BrCl2KN6O3S2 (ωB97M-V with the def2-TZVPD basis set).

The geometry in XYZ format:
```
111
C48H48BrCl2KN6O3S2, DFT ωB97M-V with the def2-TZVPD basis set
K 0.213 -1.045 -1.060
Br 2.590 -6.246 -2.180
C 0.709 -6.445 -2.291
C 0.110 -7.552 -1.715
C -1.272 -7.672 -1.756
C -2.051 -6.681 -2.338
C -1.426 -5.608 -2.976
C -0.044 -5.478 -2.945
N -3.475 -6.896 -2.301
N -4.289 -6.004 -1.974
C -3.893 -4.754 -1.445
C -4.576 -3.655 -1.940
C -4.114 -2.359 -1.771
C -2.877 -2.085 -1.129
O -2.338 -0.951 -1.109
C -2.257 -3.235 -0.437
N -1.153 -2.987 0.306
C -0.614 -3.960 1.001
C -1.152 -5.258 1.041
C -2.241 -5.537 0.266
C -2.804 -4.530 -0.548
H 0.717 -8.305 -1.230
H -1.770 -8.522 -1.306
H -2.014 -4.836 -3.459
H 0.446 -4.617 -3.388
H -5.454 -3.846 -2.548
H -4.632 -1.524 -2.227
H 0.289 -3.720 1.558
H -0.692 -6.016 1.662
H -2.675 -6.529 0.257
C -5.457 1.684 1.700
C -4.315 2.392 0.954
C -4.288 1.865 -0.483
C -4.600 3.900 0.919
C -3.008 2.108 1.698
C -2.856 2.564 3.024
C -1.767 2.224 3.802
C -0.786 1.407 3.241
S 0.608 0.671 3.955
C 0.931 -0.156 2.423
N 0.125 0.161 1.470
C -0.887 0.996 1.909
C -2.001 1.344 1.139
C 2.022 -1.138 2.350
C 2.279 -1.942 3.468
C 3.254 -2.919 3.450
C 4.002 -3.104 2.285
C 3.786 -2.319 1.174
C 2.794 -1.325 1.180
H -6.408 1.869 1.192
H -5.546 2.038 2.730
H -5.284 0.606 1.723
H -5.255 2.058 -0.955
H -4.089 0.793 -0.528
H -3.520 2.363 -1.078
H -5.544 4.085 0.400
H -3.811 4.436 0.386
H -4.681 4.326 1.921
H -3.634 3.173 3.468
H -1.696 2.563 4.828
H -2.071 0.930 0.140
H 1.671 -1.811 4.357
H 3.420 -3.540 4.320
H 4.756 -3.882 2.245
H 4.353 -2.449 0.262
Cl 7.713 -1.651 -3.619
C 5.990 -1.780 -3.236
C 5.182 -2.568 -4.018
C 3.839 -2.658 -3.650
Cl 2.793 -3.660 -4.650
C 3.239 -1.989 -2.561
O 2.004 -2.115 -2.249
C 4.133 -1.128 -1.797
C 3.679 -0.181 -0.781
O 2.562 -0.559 0.124
C 5.488 -1.092 -2.134
H 5.558 -3.106 -4.877
H 4.497 0.102 -0.107
H 6.166 -0.481 -1.547
C 3.886 5.493 2.669
C 3.322 4.104 2.397
C 3.030 3.864 0.921
C 2.456 2.471 0.678
N 2.092 2.220 -0.699
C 0.980 2.668 -1.284
S 0.592 2.265 -2.876
N 0.178 3.480 -0.527
C -1.088 4.010 -1.001
C -0.930 5.345 -1.726
C -0.243 6.424 -0.894
C -0.987 6.781 0.389
H 4.088 5.648 3.732
H 3.185 6.267 2.345
H 4.820 5.648 2.125
H 2.402 3.958 2.974
H 4.022 3.341 2.754
H 3.946 3.971 0.333
H 2.334 4.625 0.554
H 1.618 2.284 1.367
H 3.209 1.723 0.929
H 2.681 1.472 -1.159
H 0.279 3.402 0.471
H -1.734 4.119 -0.128
H -1.547 3.287 -1.676
H -1.927 5.688 -2.032
H -0.360 5.162 -2.638
H -0.122 7.323 -1.507
H 0.766 6.085 -0.647
H -2.018 7.080 0.177
H -0.501 7.605 0.916
H -1.030 5.934 1.079
```

Computed properties:
Highest occupied orbital energy: -0.648 eV
Total charge: -2

| no. | maximum force (hartree/bohr) | calculated total energy (eV) |
| --- | --- | --- |
| 1 | 0.00941 | -10687.42539 |
| 2 | 0.02099 | -165272.44100 |
| 3 | 0.01662 | -44285.30909 |
| 4 | 0.11644 | -27915.11877 |
| 5 | 0.06081 | -33676.26422 |
| 6 | 0.01162 | -2203.59314 |
| 7 | 0.03009 | -33089.43902 |
| 8 | 0.10092 | -19037.51928 |
| 9 | 0.08734 | -77325.93608 |
| 10 | 0.08226 | -7795.83886 |
| 11 | 0.01125 | -198724.39891 |